The following is a DFT calculation (ωB97M-V/def2-TZVPD) of a cluster of 2 separate species, FHNOS in total.

Computed properties:
LUMO energy (alpha / beta) = 3.8 / 3.8 eV
Energy relative to the best compared isomer or geometry (same formula, charge and spin) = 39.95 kcal per mole

Structure (ORCA input):
```
! RIJCOSX wB97M-V def2-TZVPD def2/J DEFGRID3
* xyz -1 1
N 0.549 1.041 0.385
O 1.019 1.202 -0.673
F 1.306 -0.184 1.001
S -1.793 -0.387 -0.296
H -1.082 -1.672 -0.417
*
```

Formally, the Löwdin partial charges of the atoms, in units of the elementary charge, are as follows: -0.07, -0.05, -0.29, -0.27, -0.33

***

The following is a DFT calculation (ωB97M-V/def2-TZVPD) of a cluster of 2 separate species, FHNOS in total.

Computed properties:
LUMO energy = 4.3 eV
Energy relative to the best compared isomer or geometry (same formula, charge and spin) = 73.62 kcal per mole

Structure (ORCA input):
```
! RIJCOSX wB97M-V def2-TZVPD def2/J DEFGRID3
* xyz -1 1
N -0.894 -0.153 0.459
O 0.493 1.688 0.134
F -1.594 -1.335 -0.089
S 0.214 0.389 -0.516
H 1.782 -0.588 0.011
*
```

Formally, the Löwdin partial charges of the atoms, in units of the elementary charge, are as follows: -0.42, -0.68, -0.33, 0.53, -0.10

***

What did the first record say?
The following is a DFT calculation (ωB97M-V/def2-TZVPD) of a cluster of 2 separate species, FHNOS in total.

Computed properties:
LUMO energy (alpha / beta) = 3.8 / 3.8 eV
Energy relative to the best compared isomer or geometry (same formula, charge and spin) = 39.95 kcal per mole

Structure (ORCA input):
```
! RIJCOSX wB97M-V def2-TZVPD def2/J DEFGRID3
* xyz -1 1
N 0.549 1.041 0.385
O 1.019 1.202 -0.673
F 1.306 -0.184 1.001
S -1.793 -0.387 -0.296
H -1.082 -1.672 -0.417
*
```

Formally, the Löwdin partial charges of the atoms, in units of the elementary charge, are as follows: -0.07, -0.05, -0.29, -0.27, -0.33

***

Look up the energy relative to the best compared isomer or geometry (same formula, charge and spin) of the first one. 39.95 kcal per mole